(1)
This record from the Open Molecules 2025 dataset describes one molecule with the formula CH6ClP3 in a non-equilibrium geometry. The level of theory is ωB97M-V with the def2-TZVPD basis set.

Last column: natural (NBO) charge in e.
Atoms and positions in Å:
C (-0.207, 0.317, -0.108)  -1.176
P (0.588, -0.062, -1.712)  0.283
P (-1.545, -0.827, 0.532)  0.291
P (1.011, 0.561, 1.113)  0.935
Cl (1.960, -0.710, 2.252)  -0.249
H (0.476, 1.323, -2.058)  -0.025
H (-0.448, -0.407, -2.463)  -0.028
H (-2.544, -0.553, -0.412)  -0.017
H (-1.227, -2.059, 0.106)  -0.049
H (1.855, 1.564, 0.619)  0.025
H (0.081, 0.853, 2.129)  0.011

Output
* HOMO energy: -7.94 eV
* structure (SMILES): PC(P)=[PH2]Cl
* LUMO energy: 0.47 eV

(2)
This record from the Open Molecules 2025 dataset describes a 16-piece molecular cluster, H33O16 overall in a non-equilibrium geometry. The level of theory is ωB97M-V with the def2-TZVPD basis set.

Last column: natural (NBO) charge in e.
Atoms and positions in Å:
O (-1.176, 0.963, 0.796)  -0.995
H (-1.595, 0.964, 1.646)  0.502
H (-1.706, 0.951, 0.009)  0.491
O (-1.545, 4.801, 0.371)  -0.911
H (-0.702, 5.110, 0.735)  0.459
H (-1.119, 4.301, -0.343)  0.453
O (1.766, -5.219, -0.742)  -0.951
H (1.299, -6.010, -1.014)  0.477
H (2.240, -4.845, -1.478)  0.474
O (0.726, -1.828, -4.013)  -0.932
H (0.888, -1.676, -4.955)  0.462
H (2.096, -1.504, 1.586)  0.505
O (3.249, -0.006, -3.214)  -0.958
H (3.300, 0.637, -3.928)  0.483
H (3.010, -0.794, -3.696)  0.494
O (2.977, 0.228, -0.535)  -0.807
H (2.801, 0.502, -1.436)  0.569
H (2.737, 1.047, -0.016)  0.541
O (1.746, 1.817, 2.473)  -0.955
H (1.106, 1.718, 3.191)  0.487
H (1.502, 2.699, 2.185)  0.465
O (-1.704, -1.422, 2.345)  -0.961
H (-0.028, -1.226, -3.934)  0.471
H (-1.827, -2.145, 1.720)  0.489
O (0.684, -0.765, 3.751)  -0.989
H (-0.470, 1.164, 4.028)  0.483
O (2.609, 2.716, -0.594)  -0.938
H (2.899, 3.007, 0.281)  0.485
H (1.647, 2.602, -0.519)  0.494
O (-1.876, 0.739, -3.125)  -0.979
H (-2.413, -0.013, -2.834)  0.496
H (-1.876, 0.663, -4.084)  0.485
O (0.382, 0.592, -1.411)  -0.986
H (2.311, -0.461, -0.166)  0.548
H (-0.463, 0.992, -1.652)  0.489
O (1.483, -1.026, 1.021)  -0.970
H (0.846, -0.592, 1.605)  0.539
H (0.233, 0.235, -0.529)  0.489
O (-0.889, 2.026, 3.916)  -0.976
H (-1.545, 2.159, 4.601)  0.492
H (1.271, -0.646, 4.503)  0.492
O (-3.869, -3.279, 0.137)  -0.951
H (-3.458, -3.906, -0.453)  0.477
H (-4.163, -3.791, 0.886)  0.475
O (-3.351, 0.015, -1.042)  -0.955
H (-4.243, 0.027, -0.666)  0.491
H (-3.371, 0.878, -1.440)  0.475
H (-2.502, -0.916, 2.153)  0.473
H (0.079, -1.479, 3.880)  0.507

Output
* HOMO energy: -13.53 eV
* total charge: +1
* LUMO energy: -2.47 eV

(3)
This record from the Open Molecules 2025 dataset describes one molecule with the formula C5H15N3O in a non-equilibrium geometry. The level of theory is ωB97M-V with the def2-TZVPD basis set.

Last column: natural (NBO) charge in e.
Atoms and positions in Å:
C (-0.059, 0.089, -1.469)  0.262
C (-0.098, -0.484, 0.146)  0.065
C (0.323, 0.663, 1.011)  -0.257
C (1.236, 0.760, -1.903)  -0.644
C (0.301, -0.564, 3.253)  -0.421
N (-0.266, 0.535, 2.487)  -0.624
N (-1.183, 0.948, -1.748)  -0.848
N (-0.348, -1.084, -2.260)  -0.876
O (-1.434, -0.926, 0.383)  -0.745
H (-1.600, -1.586, -0.318)  0.491
H (-1.268, 0.351, 2.382)  0.360
H (0.582, -1.336, 0.246)  0.167
H (-1.110, 1.817, -1.225)  0.359
H (-2.020, 0.488, -1.385)  0.372
H (-0.983, -0.822, -3.013)  0.375
H (0.483, -1.449, -2.724)  0.364
H (1.411, 0.718, 1.109)  0.207
H (-0.048, 1.629, 0.669)  0.191
H (1.223, 0.995, -2.976)  0.224
H (1.402, 1.708, -1.382)  0.215
H (2.097, 0.110, -1.718)  0.211
H (1.396, -0.523, 3.254)  0.185
H (-0.015, -1.546, 2.880)  0.168
H (-0.025, -0.491, 4.298)  0.199

Output
* HOMO energy: -8.49 eV
* structure (SMILES): CNC[C@@H](O)C(C)(N)N
* LUMO energy: 0.90 eV

(4)
This record from the Open Molecules 2025 dataset describes an isolated ion of composition H3O4PSi and charge -2 in a non-equilibrium geometry. The level of theory is ωB97M-V with the def2-TZVPD basis set.

Last column: natural (NBO) charge in e.
Atoms and positions in Å:
O (1.526, 0.002, 1.516)  -1.220
O (1.980, 1.104, -0.667)  -1.202
O (1.084, -1.445, -0.644)  -1.073
O (-1.942, -1.031, -0.161)  -1.348
Si (-1.164, 0.292, -0.012)  1.127
P (1.049, 0.202, 0.108)  1.872
H (0.171, -1.767, -0.232)  0.482
H (-1.460, 1.323, 1.350)  -0.327
H (-1.244, 1.319, -1.258)  -0.312

Output
* HOMO energy: -0.18 eV
* structure (SMILES): O=[P@@]([O-])(O)[SiH2][O-]
* total charge: -2
* LUMO energy: 7.16 eV

(5)
This record from the Open Molecules 2025 dataset describes one molecule with the formula C3H7N3O in a non-equilibrium geometry. The level of theory is ωB97M-V with the def2-TZVPD basis set.

Last column: natural (NBO) charge in e.
Atoms and positions in Å:
C (-2.358, 0.168, -0.078)  -0.440
C (-0.255, -0.915, 0.062)  0.274
C (2.058, -0.012, -0.203)  0.789
H (-2.756, 1.091, -0.583)  0.210
H (-2.426, 0.417, 0.986)  0.190
H (-2.901, -0.718, -0.205)  0.201
H (-0.461, -1.582, 0.896)  0.155
H (1.470, -1.868, -0.198)  0.394
H (0.588, 1.519, -0.088)  0.418
H (2.118, 1.947, 0.247)  0.391
N (-0.927, 0.036, -0.367)  -0.464
N (1.061, -1.007, -0.369)  -0.648
N (1.559, 1.243, -0.096)  -0.833
O (3.227, -0.318, -0.003)  -0.637

Output
* HOMO energy: -9.51 eV
* structure (SMILES): C/N=C/NC(N)=O
* LUMO energy: 0.88 eV

(6)
This record from the Open Molecules 2025 dataset describes one molecule with the formula C3H5NO. The level of theory is ωB97M-V with the def2-TZVPD basis set.

Last column: natural (NBO) charge in e.
Atoms and positions in Å:
C (-1.015, 0.499, -0.631)  -0.167
C (1.167, 0.611, 0.145)  -0.174
N (0.967, -0.532, 0.859)  -0.492
C (-0.165, -1.118, 0.786)  0.392
O (-1.213, -0.629, 0.127)  -0.450
H (-2.018, 0.924, -0.795)  0.182
H (-0.502, 0.354, -1.571)  0.152
H (1.271, 0.627, -0.923)  0.184
H (1.933, 1.247, 0.619)  0.193
H (-0.424, -1.983, 1.383)  0.181

Output
* HOMO energy (spin up / spin down): -8.52 / -8.52 eV
* LUMO energy (spin up / spin down): 0.57 / 0.57 eV

The calculation returns the following energy above the lowest of the compared OMol25 structures with the same formula, charge and spin values, one per record and in order: 61.4 261.4 125.8 59.6 90.9 353.8 kJ/mol.
The calculation returns the following calculated total energy values, one per record and in order: -1525.83335 -1223.37616 -438.98704 -933.68032 -358.01525 -247.17249 hartree.